The following is a quantum chemistry calculation of one molecule with the formula C5H8FNO, from OMol25.

Each line ends with the natural charge from an NBO analysis.
Element x y z (Å)
C 1.009 -1.106 -0.959  -0.641
C 1.017 -0.301 0.340  0.080
C -0.302 -0.328 1.105  -0.470
C -1.357 0.393 0.298  0.146
C -0.766 1.581 -0.403  -0.045
H 0.240 -0.739 -1.637  0.226
H 1.982 -1.036 -1.424  0.222
H 0.802 -2.153 -0.721  0.215
H 1.841 -0.639 0.994  0.202
H -0.154 0.182 2.067  0.228
H -0.633 -1.339 1.304  0.234
H -2.173 0.719 0.961  0.187
H -1.436 2.276 -0.886  0.204
N 0.460 1.890 -0.476  -0.058
O 1.400 1.071 0.084  -0.363
F -1.929 -0.472 -0.648  -0.367

Properties
2S+1: 1
Orbital gap (Eh): 0.3916
Energy relative to the best compared isomer or geometry (same formula, charge and spin) (kJ/mol): 238.7
F_max (eV Å⁻¹): 0.55
LUMO level (eV): 0.87

The following is a quantum chemistry calculation of C4H4Cl2LuO4Sc as an isolated structure, from OMol25.

Each line ends with the Mulliken charge.
Element x y z (Å)
Lu -2.629 0.264 -1.282  1.537
Sc -0.013 0.082 -0.017  0.926
Cl -0.616 1.274 -2.088  -0.132
Cl -1.521 -1.819 -0.735  -0.145
C 0.406 -0.967 1.603  0.325
C -3.661 2.033 -1.572  0.289
C -4.425 -0.407 -0.507  0.231
O 0.639 -1.560 2.555  0.212
O -4.180 3.045 -1.773  0.124
O -5.401 -0.849 -0.075  0.138
C 2.772 0.550 -0.268  -0.720
O 1.736 0.065 -1.196  -0.415
H 2.399 1.441 0.217  0.470
H 3.611 0.765 -0.903  0.298
H 2.967 -0.251 0.432  0.435
H 1.894 -0.820 -1.481  0.426

Properties
2S+1: 1
Orbital gap (Eh): 0.3024
Charge: +4
Energy relative to the best compared isomer or geometry (same formula, charge and spin) (kJ/mol): 106.5
F_max (eV Å⁻¹): 12.39
LUMO level (eV): -19.52

The following is a quantum chemistry calculation of a 2-piece molecular cluster, C20H43IN3O5P overall, from OMol25.

Each line ends with the Mulliken charge.
Element x y z (Å)
C -4.857 3.154 -2.119  -1.258
C -3.700 2.937 -1.091  -0.730
C -2.257 3.289 -1.631  3.143
C -2.410 4.324 -2.806  -1.543
C -1.063 5.016 -3.187  -0.694
C -1.197 5.789 -4.547  -1.086
C -2.125 7.036 -4.429  -0.273
O -2.810 7.273 -5.651  -0.523
C -1.561 4.075 -0.470  -2.261
N -0.092 3.855 -0.398  0.455
C 0.177 2.418 -0.082  -2.143
C -0.398 1.432 -1.119  2.300
O 0.720 1.008 -1.904  -0.607
P -0.959 -0.084 -0.157  0.578
N 0.091 -0.224 1.031  -0.670
O -0.877 -1.508 -1.058  -0.486
O -2.476 0.084 0.532  -0.571
C -1.438 2.039 -2.133  -2.746
I -2.731 0.490 -3.024  0.207
H -5.237 4.189 -2.091  0.345
H -4.620 2.813 -3.135  0.271
H -5.708 2.528 -1.783  0.409
H -3.901 3.655 -0.265  0.445
H -3.760 1.934 -0.644  0.188
H -3.068 5.126 -2.425  0.538
H -2.802 3.852 -3.718  0.331
H -0.750 5.750 -2.411  0.308
H -0.212 4.319 -3.313  0.377
H -1.564 5.044 -5.279  0.475
H -0.203 6.130 -4.892  0.438
H -2.902 6.871 -3.663  0.241
H -1.488 7.897 -4.141  0.279
H -2.240 6.961 -6.350  0.332
H -1.969 3.710 0.492  0.517
H -1.810 5.147 -0.538  0.222
H 0.244 4.394 0.413  0.475
H 0.434 4.201 -1.204  0.464
H -0.139 2.238 0.958  0.445
H 1.274 2.288 -0.088  0.263
H 0.323 0.406 -2.546  0.466
H 0.548 -1.131 0.955  0.134
H 0.062 -1.555 -1.291  0.387
H -2.468 0.890 1.056  0.384
H -0.837 2.399 -2.989  0.863
C 0.598 -3.555 3.202  -1.572
C 2.132 -3.695 3.149  1.502
C 2.626 -4.372 4.438  -1.493
C 2.296 -5.860 4.554  -0.621
C 2.173 -6.557 3.195  -1.384
C 2.908 -5.853 2.040  1.691
N 2.412 -4.486 1.945  0.561
O 2.979 -3.774 0.929  -0.912
C 2.521 -6.600 0.758  -1.881
C 4.428 -5.982 2.230  -1.674
C 2.725 -2.285 3.148  -1.580
H 0.225 -3.044 2.312  0.287
H 0.278 -2.975 4.076  0.323
H 0.105 -4.528 3.253  0.375
H 3.711 -4.254 4.509  0.323
H 2.225 -3.849 5.313  0.584
H 3.073 -6.346 5.153  0.361
H 1.365 -5.995 5.111  0.324
H 2.517 -7.591 3.290  0.526
H 1.111 -6.629 2.940  0.331
H 1.453 -6.491 0.554  0.413
H 2.735 -7.669 0.854  0.385
H 3.072 -6.230 -0.108  0.366
H 4.717 -7.037 2.279  0.385
H 4.783 -5.507 3.147  0.323
H 4.971 -5.537 1.395  0.361
H 2.424 -1.742 4.049  0.371
H 2.377 -1.705 2.295  0.212
H 3.817 -2.305 3.129  0.426

Properties
2S+1: 1
Orbital gap (Eh): 0.0626
F_max (eV Å⁻¹): 4.98
LUMO level (eV): -1.48